Computed, not measured: a molecular structure, C3H4Br2NaO3, with ωB97M-V/def2-TZVPD.

Computed properties:
2S+1: 1
HOMO: -0.07786 Ha
frontier orbital gap: 3.792 eV
energy above the lowest of the compared OMol25 structures with the same formula, charge and spin: 0.0 kcal per mole
total charge: -1

Positions of all 13 atoms, in Å:
Na -0.721389 1.923327 -1.647740
C -1.854461 0.524516 -3.820367
O -2.243715 0.003687 -4.899450
O -2.431815 1.584812 -3.302220
O -0.839001 0.009813 -3.144390
Br -0.129084 -0.307335 0.082833
C 0.345682 -0.161947 1.963900
C 1.704967 -0.777241 2.242652
Br 1.864229 -1.181080 4.153160
H -0.430162 -0.627476 2.561287
H 0.387161 0.893913 2.228546
H 2.534413 -0.170519 1.887359
H 1.813169 -1.714470 1.694430

Forces on atoms 1 to 6 (eV/Å):
-0.89 -0.84 -1.47
0.03 -0.29 0.06
0.08 0.27 0.36
0.41 0.49 0.50
0.42 0.48 0.71
0.07 -0.09 -0.04

Partial atomic charges computed with the Löwdin method, in multiples of e: Na 0.48; C -0.99; O -0.14; O -0.26; O -0.29; Br 0.80; C -0.70; C -0.70; Br 0.59; H 0.04; H 0.05; H 0.06; H 0.05

Computed, not measured: 2 unconnected molecules or ions with the total composition C5H13NO, with ωB97M-V/def2-TZVPD.

Computed properties:
2S+1: 1
SMILES: CC(C)=O.CNC
HOMO: -0.31573 Ha
frontier orbital gap: 9.431 eV
energy above the lowest of the compared OMol25 structures with the same formula, charge and spin: 54.9 kcal per mole
total charge: 0

Positions of all 20 atoms, in Å:
C 0.737405 1.750243 -0.848372
C 0.884675 0.889376 0.383123
C 2.146539 -0.344381 0.066203
O 0.863972 1.386075 1.497329
H 0.867301 1.161532 -1.757166
H 1.488050 2.540429 -0.824103
H -0.254741 2.210934 -0.835499
H 1.930677 -1.019783 -0.767645
H 3.000920 0.266589 -0.232070
H 2.423030 -0.863969 0.988390
C -1.405002 -0.970617 1.435808
N -0.742236 -0.566682 0.194975
C -1.668818 -0.524673 -0.935320
H -0.682597 -0.980110 2.253188
H -2.206449 -0.270759 1.683671
H -1.814232 -1.979142 1.337689
H 0.140033 -1.160267 0.066607
H -2.252034 -1.445408 -1.006211
H -1.107287 -0.405642 -1.863504
H -2.349206 0.326253 -0.837093

Forces on atoms 1 to 6 (eV/Å):
-1.06 -0.40 -0.24
4.07 -0.25 0.70
-1.67 1.83 0.57
-0.61 -0.93 -0.79
-0.08 0.11 -0.04
0.03 -0.13 0.17

Partial atomic charges computed with the Löwdin method, in multiples of e: C -0.06; C -0.49; C -0.03; O 0.00; H 0.07; H 0.09; H 0.08; H 0.04; H 0.05; H 0.06; C -0.10; N -0.20; C -0.11; H 0.08; H 0.09; H 0.08; H 0.11; H 0.08; H 0.08; H 0.09

Computed, not measured: 2 unconnected molecules or ions with the total composition CH3N3O, with ωB97M-V/def2-TZVPD.

Computed properties:
2S+1: 1
HOMO (spin up / spin down): -0.39750 / -0.39716 Ha
frontier orbital gap (spin up / spin down): 9.771 / 9.801 eV
energy above the lowest of the compared OMol25 structures with the same formula, charge and spin: 165.6 kcal per mole
total charge: 0

Positions of all 8 atoms, in Å:
C -1.696066 0.965869 -1.448335
N -2.216558 1.423083 -2.358201
N 0.198286 -0.860387 0.062873
N 1.567882 0.303340 1.494545
O 0.697498 0.128931 0.611339
H 0.401924 -1.807796 0.443523
H -1.063011 0.475803 -0.649567
H 2.110045 -0.628842 1.843824

Forces on atoms 1 to 6 (eV/Å):
1.36 -0.75 1.24
-0.31 0.16 -0.14
-1.87 -2.82 -1.63
2.82 -1.39 2.28
0.49 1.65 0.46
0.90 0.83 0.50

Partial atomic charges computed with the Löwdin method, in multiples of e: C -0.11; N 0.03; N 0.05; N 0.07; O -0.27; H 0.09; H 0.02; H 0.12

Computed, not measured: C4H8ClN2P in the gas phase, with ωB97M-V/def2-TZVPD.

Computed properties:
2S+1: 1
SMILES: C/N=N/[C@@]1(C)CP1Cl
HOMO: -0.33029 Ha
frontier orbital gap: 9.469 eV
energy above the lowest of the compared OMol25 structures with the same formula, charge and spin: 43.9 kcal per mole
total charge: 0

Positions of all 16 atoms, in Å:
C -2.691665 -0.874564 -0.668013
N -1.443852 -0.140430 -0.854179
N -0.501184 -0.688201 -0.194589
C 0.763321 -0.021761 0.109825
C 0.824063 1.338542 -0.535215
C 1.188990 -0.447047 1.438057
P 2.425091 -0.996363 0.117275
Cl 3.824393 0.475682 -0.002046
H -2.457829 -1.576357 0.130313
H -3.273855 -0.101950 -0.239872
H -3.128472 -1.318097 -1.654502
H 0.457219 1.455162 -1.553650
H 1.733023 1.847642 -0.193592
H 0.085837 1.961212 -0.067559
H 1.529575 0.261039 2.136622
H 0.665343 -1.174516 2.031121

Forces on atoms 1 to 6 (eV/Å):
0.75 -0.99 -1.18
3.57 -0.36 0.90
-2.05 -0.76 -0.63
-1.72 0.46 -2.75
0.13 1.25 2.01
1.46 0.33 0.23

Partial atomic charges computed with the Löwdin method, in multiples of e: C -0.12; N -0.05; N 0.00; C -0.71; C -0.13; C -0.32; P 0.62; Cl 0.18; H 0.06; H 0.05; H 0.11; H 0.08; H 0.02; H 0.06; H 0.06; H 0.07

Computed, not measured: a molecular structure, C53H45FIN3O10S, with ωB97M-V/def2-TZVPD.

Computed properties:
2S+1: 1
HOMO: -0.32965 Ha
frontier orbital gap: 7.702 eV
total charge: 0

Positions of all 114 atoms, in Å:
C -2.869293 -2.924617 0.058853
C -2.136940 -2.186279 -1.164925
C -1.332267 -0.845772 -0.724522
N -2.063515 0.364201 -1.192578
C -2.423307 1.308685 -0.124949
S -3.884782 2.208779 -0.942240
O -3.441487 3.218525 -1.950666
O -4.899570 2.682715 0.042892
F -4.652288 0.988677 -1.833741
C -3.199984 0.619643 1.134171
O -4.193675 -0.144849 1.097216
N -2.567674 0.953114 2.408028
C -1.258822 1.602463 2.013625
N -0.233423 0.595284 2.371944
O -1.245772 2.737269 2.937957
C -1.255047 2.265185 0.517028
I -2.037169 4.301736 0.957443
C 0.068840 2.179996 -0.368892
C 1.206762 3.262721 -0.054100
C 1.032917 4.650136 -0.887512
C 1.470827 3.561037 1.497469
H -2.270073 -2.732851 1.006032
H -3.941760 -2.551825 0.095728
H -2.932889 -4.043483 -0.202264
H -1.348364 -2.916271 -1.569861
H -2.822687 -1.952511 -2.050478
H -1.027321 -0.846229 0.369936
H -0.348553 -0.888465 -1.329728
H -1.642426 0.814092 -2.010168
H -2.494366 0.203404 3.104950
H 0.347926 0.304669 1.578282
H 0.360600 0.886272 3.155785
H -1.934322 2.603562 3.624025
H 0.570166 1.151306 -0.370251
H -0.261598 2.362507 -1.458162
H 2.190881 2.816348 -0.460057
H 2.066140 4.993420 -1.248471
H 0.424141 4.449591 -1.843888
H 0.519990 5.464104 -0.284551
H 1.328266 2.675340 2.191051
H 2.585879 3.849885 1.582320
H 0.892237 4.495321 1.792967
C -0.630166 -1.714245 -7.191038
C 0.187166 -1.997794 -8.282969
C 1.201258 -2.941668 -8.167419
C 1.409162 -3.597306 -6.954023
C 0.606223 -3.295539 -5.853750
C -0.421943 -2.360368 -5.978119
C 0.847444 -3.947784 -4.546349
O 0.143576 -3.686667 -3.585845
C 1.961727 -4.914622 -4.422229
C 2.237556 -5.494099 -3.183228
C 3.273659 -6.413135 -3.060104
C 4.031887 -6.763838 -4.174862
C 3.763989 -6.184740 -5.409785
C 2.734245 -5.251438 -5.533858
C 2.480165 -4.614006 -6.845822
O 3.145736 -4.916884 -7.820769
H -1.427314 -0.984091 -7.284747
H 0.031863 -1.483787 -9.225754
H 1.831368 -3.162188 -9.022816
H -1.058348 -2.131488 -5.129520
H 1.648783 -5.227830 -2.311448
H 3.489651 -6.858622 -2.094570
H 4.835639 -7.486493 -4.079559
H 4.361057 -6.458224 -6.273517
C 7.140358 3.029810 2.981488
C 8.515151 3.248377 2.928869
C 9.189959 3.150851 1.717451
C 8.492822 2.822130 0.555017
C 7.120202 2.579407 0.612099
C 6.443026 2.695279 1.826614
C 6.376489 2.181371 -0.605189
O 5.176215 1.972725 -0.556453
C 7.114817 2.032450 -1.879714
C 6.439037 1.602601 -3.022344
C 7.121452 1.472560 -4.226778
C 8.478339 1.779921 -4.297041
C 9.156533 2.203130 -3.159895
C 8.477988 2.320974 -1.946437
C 9.217390 2.738243 -0.733576
O 10.405311 3.003233 -0.792988
H 6.612934 3.115125 3.925902
H 9.060692 3.497137 3.833115
H 10.259979 3.327276 1.681637
H 5.373145 2.520855 1.874733
H 5.381396 1.364547 -2.975400
H 6.595053 1.133170 -5.112836
H 9.008647 1.685109 -5.238893
H 10.214492 2.436487 -3.219656
C -8.557961 -3.182201 8.065861
C -8.841883 -2.089399 8.881797
C -8.599080 -0.798715 8.426351
C -8.059486 -0.596961 7.155978
C -7.752603 -1.692237 6.348591
C -8.013825 -2.985747 6.801997
C -7.133406 -1.494436 5.017021
O -6.868687 -2.451567 4.310371
C -6.833838 -0.117381 4.563401
C -6.198298 0.082058 3.336398
C -5.925079 1.374024 2.896630
C -6.293872 2.468837 3.675726
C -6.921916 2.273800 4.900787
C -7.184518 0.979963 5.351709
C -7.821168 0.782675 6.672952
O -8.140105 1.740436 7.357350
H -8.756299 -4.189056 8.418552
H -9.254945 -2.244250 9.873144
H -8.827036 0.048970 9.064224
H -7.789674 -3.840933 6.173006
H -5.911500 -0.765617 2.723734
H -5.427807 1.528158 1.947795
H -6.086933 3.476118 3.328524
H -7.202087 3.130714 5.504779

Forces on atoms 1 to 6 (eV/Å):
-0.32 0.04 -1.51
1.08 -0.50 0.46
0.63 -1.41 -1.94
0.29 0.27 2.25
-0.90 -0.25 -0.48
-2.90 3.51 -1.35

Löwdin population analysis, charges in e, atoms 1 to 99: C -0.12; C -0.21; C -0.19; N -0.04; C -0.36; S 0.77; O -0.34; O -0.34; F -0.21; C -0.33; O 0.04; N 0.15; C -0.53; N 0.10; O -0.24; C -0.48; I 1.17; C -0.16; C -0.38; C -0.11; C -0.10; H 0.07; H 0.07; H 0.08; H 0.08; H 0.12; H 0.11; H 0.12; H 0.12; H 0.16; H 0.07; H 0.09; H 0.10; H 0.11; H 0.12; H 0.13; H 0.08; H 0.08; H 0.03; H 0.06; H 0.08; H 0.05; C -0.06; C -0.05; C 0.00; C -0.08; C -0.08; C 0.00; C -0.28; O 0.09; C -0.08; C 0.00; C -0.06; C -0.06; C 0.00; C -0.08; C -0.28; O 0.10; H 0.11; H 0.11; H 0.12; H 0.12; H 0.12; H 0.11; H 0.11; H 0.12; C -0.06; C -0.05; C 0.00; C -0.08; C -0.08; C 0.00; C -0.28; O 0.09; C -0.08; C 0.00; C -0.06; C -0.06; C 0.00; C -0.08; C -0.28; O 0.11; H 0.11; H 0.11; H 0.12; H 0.11; H 0.12; H 0.11; H 0.11; H 0.12; C -0.06; C -0.06; C 0.00; C -0.08; C -0.08; C 0.00; C -0.28; O 0.10; C -0.08

| no. | strongest force on any atom (eV/A) |
| --- | --- |
| 1 | 1.9 |
| 2 | 4.1 |
| 3 | 3.9 |
| 4 | 3.7 |
| 5 | 5.4 |